(1)
A 11-piece molecular cluster, C42H59Cl4F40NO10 overall at a distorted geometry. Source: the OMol25 dataset; level of theory: wB97M-V/def2-TZVPD.

The spin multiplicity is 1. The energy above the lowest of the compared OMol25 structures with the same formula, charge and spin comes out at 75.31 kcal/mol. As for the HOMO-LUMO gap: 6.978 eV. For the HOMO energy, the calculation gives -6.81 eV. As for the calculated total energy: -225259.766 eV.

XYZ file:
```
156
Properties=species:S:1:pos:R:3:lowdin_charge:R:1
C 3.5461 0.7522 -2.3935 -0.063
O 2.3238 0.1972 -1.8658 -0.238
C 1.1096 0.7869 -2.2846 -0.226
C 0.0035 0.0248 -1.5118 -0.063
N 0.0622 0.4412 -0.0350 0.077
H 0.1807 1.4439 -0.0600 0.076
H -0.7959 0.3973 0.4957 0.130
C 1.2239 -0.1090 0.8147 -0.038
C 0.8442 0.1495 2.3257 -0.231
O -0.4902 0.0065 2.5155 -0.196
C -0.9412 0.0728 3.9189 -0.019
H 4.3460 0.3617 -1.7645 0.067
H 3.5594 1.8352 -2.5165 0.084
H 3.7833 0.3500 -3.3784 0.042
H 0.9733 0.6613 -3.3587 0.070
H 1.0640 1.8546 -2.0700 0.116
H 0.1729 -1.0485 -1.5977 0.093
H -1.0045 0.3809 -1.7244 0.110
H 2.1101 0.4440 0.5034 0.113
H 1.2865 -1.1816 0.6311 0.111
H 1.1393 1.1746 2.5496 0.104
H 1.4185 -0.5717 2.9072 0.119
H -1.0572 1.0945 4.2805 0.096
H -0.3696 -0.5795 4.5791 0.080
H -1.9662 -0.2980 3.9186 0.063
C 1.9427 3.8144 0.1705 -0.359
O 0.6711 3.2503 0.2992 -0.410
H 2.7417 3.1153 0.4172 0.028
H 2.2445 4.3102 -0.7521 0.032
H 2.0302 4.5736 0.9478 0.041
C -1.3329 -5.3516 2.8977 -0.056
C -1.8760 -4.7639 1.5965 -0.469
C -1.4861 -3.2371 1.5366 -0.318
F -0.1662 -3.0938 1.5875 0.108
F -2.0167 -2.6222 0.4673 0.106
F -1.4492 -5.4626 0.5497 0.159
F -3.2020 -4.8577 1.6917 0.134
O -1.6394 -4.5256 4.0346 -0.020
C -0.5659 -4.2590 4.9641 -0.504
C -1.1812 -3.3314 6.0824 -0.310
F -0.2440 -2.8344 6.8992 0.117
F -1.8181 -2.2962 5.5838 0.112
F -0.1017 -5.4071 5.4216 0.178
F 0.4372 -3.6854 4.3023 0.153
H -0.2830 -5.6412 2.8548 0.146
H -1.8044 -6.3082 3.1228 0.147
H -1.8000 -2.6895 2.4253 0.146
H -1.9376 -3.9004 6.6230 0.174
C 1.5754 3.8426 -5.8191 -0.083
C 2.9438 4.0284 -5.2212 -0.453
C 2.9502 4.8071 -3.8951 -0.392
F 4.1640 5.2045 -3.5835 0.132
F 2.2044 5.8754 -3.8302 0.139
F 3.6522 2.9030 -5.0754 0.095
F 3.6693 4.7624 -6.1116 0.110
O 0.6516 3.4370 -4.8233 -0.021
C -0.7067 3.9021 -4.9587 -0.455
C -1.5973 3.2071 -3.8178 -0.236
F -2.9209 3.4915 -3.9318 0.091
F -1.3964 1.8582 -3.7364 0.062
F -0.7385 5.2230 -4.7813 0.167
F -1.0610 3.5668 -6.2238 0.131
H 1.6585 3.0864 -6.5998 0.126
H 1.2402 4.7645 -6.2943 0.151
H 2.5476 4.2192 -3.0703 0.147
H -1.2364 3.5424 -2.8455 0.166
C 4.3693 -1.7014 4.2531 -0.027
C 5.1981 -2.7546 5.0637 -0.507
C 4.7771 -4.2001 4.6796 -0.338
F 5.1470 -5.1398 5.5099 0.135
F 3.4611 -4.3674 4.4091 0.099
F 6.4861 -2.4995 4.9171 0.150
F 4.9463 -2.5268 6.3228 0.160
O 4.3544 -1.9373 2.8164 0.010
C 5.2190 -1.0630 2.0804 -0.502
C 5.1055 -1.4033 0.5531 -0.290
F 3.8633 -1.3627 0.0814 0.106
F 5.8429 -0.6550 -0.2952 0.094
F 4.8943 0.2176 2.2089 0.157
F 6.4789 -1.1877 2.5325 0.158
H 4.6980 -0.6857 4.4731 0.142
H 3.3382 -1.7899 4.5954 0.135
H 5.3809 -4.4011 3.7947 0.166
H 5.4101 -2.4377 0.3942 0.169
C -6.7879 -0.7491 -4.8602 -0.051
C -7.6897 -1.5122 -5.8995 -0.467
C -7.4640 -3.0313 -5.9010 -0.309
F -7.7875 -3.6127 -4.7376 0.107
F -8.3098 -3.5943 -6.7854 0.091
F -8.9532 -1.1482 -5.7615 0.159
F -7.2864 -1.0379 -7.0879 0.124
O -5.4384 -1.1406 -5.0169 0.001
C -4.5200 -0.9166 -3.9653 -0.506
C -3.1420 -1.4683 -4.3604 -0.299
F -2.3032 -1.5483 -3.2985 0.099
F -3.3708 -2.6719 -4.8883 0.112
F -4.3901 0.3749 -3.7006 0.169
F -5.0333 -1.5520 -2.8731 0.134
H -7.1045 -0.9704 -3.8410 0.139
H -6.8589 0.3343 -4.9566 0.144
H -6.4636 -3.3340 -6.2102 0.172
H -2.7121 -0.8454 -5.1448 0.132
C 5.8573 4.3670 2.5685 -0.034
C 6.8503 3.5553 1.7501 -0.445
C 6.2295 3.1282 0.4237 -0.383
F 5.9576 4.1780 -0.3455 0.124
F 7.0359 2.3001 -0.1920 0.133
F 7.9881 4.2498 1.4361 0.117
F 7.2314 2.4847 2.4755 0.132
O 4.7801 3.4815 2.9522 0.005
C 4.0138 3.7828 4.0737 -0.495
C 2.7186 2.9045 4.1041 -0.295
F 2.9262 1.5934 3.9439 0.089
F 2.1172 2.9652 5.2866 0.112
F 4.8400 3.7403 5.1663 0.132
F 3.6536 5.0512 3.9177 0.156
H 5.5390 5.2085 1.9531 0.146
H 6.3404 4.8090 3.4399 0.148
H 5.3037 2.5900 0.6268 0.154
H 1.9921 3.2573 3.3722 0.167
C -5.1559 -3.2370 4.0887 -0.161
C -6.4581 -3.3417 3.3177 -0.140
C -6.6267 -1.9684 2.6439 -0.199
O -5.8111 -1.1069 3.3924 -0.158
C -4.6435 -1.8147 3.8154 -0.187
H -4.4046 -3.9642 3.7807 0.085
H -5.2935 -3.4783 5.1427 0.109
H -7.3146 -3.4660 3.9803 0.108
H -6.4794 -4.2080 2.6565 0.110
H -7.6067 -1.4933 2.6894 0.122
H -6.2615 -1.8066 1.6297 0.113
H -4.1701 -1.3720 4.6918 0.111
H -3.9041 -1.8271 3.0146 0.092
C -4.0095 3.3059 0.8348 -0.163
C -4.0922 2.0548 1.7351 -0.143
C -4.0034 0.9297 0.7693 -0.238
O -3.1255 1.4227 -0.2087 -0.147
C -3.0927 2.8625 -0.2249 -0.200
H -3.6153 4.1870 1.3411 0.118
H -4.9373 3.6704 0.3939 0.113
H -4.9918 1.9581 2.3429 0.117
H -3.1947 1.9499 2.3448 0.113
H -4.9470 0.6762 0.2862 0.117
H -3.7104 -0.0358 1.1819 0.108
H -3.4457 3.3172 -1.1505 0.114
H -2.0781 3.1481 0.0525 0.111
C 3.1653 -2.7254 -4.1099 -0.967
Cl 3.1217 -4.4867 -4.3211 0.506
Cl 1.4635 -2.2374 -3.7861 0.555
H 3.8424 -2.4184 -3.3129 0.035
H 3.4921 -2.2928 -5.0555 0.003
C 1.2689 -0.6576 -6.8781 -0.918
Cl 2.4035 0.2965 -5.7954 0.556
Cl -0.4276 -0.1031 -6.7553 0.545
H 1.6520 -0.4997 -7.8863 0.026
H 1.3759 -1.7242 -6.6804 0.012
```


(2)
C20H56N10O10Zn2 as an isolated structure at a distorted geometry. Source: the OMol25 dataset; level of theory: wB97M-V/def2-TZVPD.

The spin multiplicity is 2. As for the net charge: +1. As for the HOMO-LUMO gap (alpha / beta): 5.338 / 6.173 eV. For the HOMO energy (alpha / beta), the calculation gives -9.93 / -10.93 eV. As for the calculated total energy: -153846.588 eV.

XYZ file:
```
98
Properties=species:S:1:pos:R:3:lowdin_spin:R:1
Zn 1.1926 0.8947 3.0596 0.052
Zn 0.3335 -2.2488 1.3040 0.456
C -0.0086 0.4139 0.8563 0.059
O 0.8263 1.2671 1.1394 0.030
O 0.2253 -0.5347 0.0720 0.037
O -0.0626 -0.2493 1.8587 0.127
C 3.7048 1.1071 -1.2062 0.001
O 4.8422 1.0708 -1.7027 0.001
N 2.9344 2.0833 -0.6816 0.001
N 3.1554 -0.0013 -0.7802 0.003
H 3.2673 3.0112 -0.9012 0.000
H 2.0382 1.8376 -0.2859 0.001
H 3.7743 -0.7499 -1.0572 0.000
H 2.2206 -0.1087 -0.4131 0.003
C -0.2797 4.7599 0.1437 0.000
O -0.6132 5.9194 0.1581 0.000
N 0.8223 4.3156 -0.3416 0.000
N -0.8212 3.7488 0.7625 0.000
H 1.5032 4.9650 -0.7089 0.000
H 1.1589 3.3785 -0.1724 0.000
H -0.5596 2.7747 0.8151 0.001
H -1.6956 4.0651 1.1567 0.000
C -3.5344 1.9569 3.8122 0.000
O -4.7344 2.2985 3.6904 0.000
N -3.1291 0.7375 3.8822 0.000
N -2.5007 2.7094 3.7050 0.001
H -2.1324 0.5771 3.8530 0.001
H -3.8144 -0.0037 3.8498 0.000
H -1.6202 2.3628 4.0581 0.001
H -2.5838 3.6448 3.3332 0.000
C 0.7481 -4.7964 -2.1366 0.005
C 1.4094 -4.1592 -0.9093 0.011
C 2.6564 -3.2113 -1.1194 0.010
O 3.7329 -3.9801 -1.5665 0.002
C 4.9791 -3.3391 -1.5078 0.000
N 0.2860 -3.4561 -0.3533 0.113
H 0.5107 -4.0214 -2.8653 0.000
H -0.1843 -5.3458 -2.0063 0.000
H 1.4797 -5.4511 -2.6102 0.001
H 1.7022 -4.9398 -0.2072 0.003
H 2.8149 -2.6344 -0.2083 0.014
H 2.3882 -2.4650 -1.8672 0.001
H 5.6191 -3.5558 -2.3632 0.000
H 5.4916 -3.7212 -0.6249 0.000
H 5.0159 -2.2505 -1.5477 0.000
H 0.1184 -2.9096 -1.1860 0.002
H -0.4376 -4.1400 -0.1838 0.007
C 5.3660 0.3880 2.7484 0.001
C 4.0236 0.7686 3.4182 0.003
C 3.6718 2.2618 3.4612 0.001
O 2.2657 2.4538 3.5455 0.003
C 1.9216 3.7797 4.0130 0.001
N 3.0285 0.1032 2.5705 0.022
H 5.3172 -0.6350 2.3754 0.000
H 6.2359 0.4029 3.4051 0.000
H 5.6502 1.0414 1.9236 0.000
H 3.9733 0.2531 4.3773 0.000
H 3.8956 2.6670 2.4744 0.000
H 4.2438 2.9802 4.0485 0.000
H 0.8845 4.0635 3.8340 0.000
H 2.5453 4.5803 3.6153 0.000
H 1.8743 3.9893 5.0816 0.000
H 3.3408 -0.8572 2.5796 0.017
H 3.1858 0.4412 1.6318 0.001
C -3.2072 1.0920 0.0464 0.002
C -4.6728 1.0550 -0.2596 0.000
C -5.2735 -0.3877 -0.1276 0.000
O -5.1428 -1.1033 -1.3302 0.000
C -5.5327 -2.4945 -1.2916 0.000
N -5.3540 2.0102 0.6043 0.000
H -2.6320 0.2228 -0.2724 0.001
H -3.0903 1.2066 1.1240 0.001
H -2.8557 1.9493 -0.5278 0.000
H -4.9027 1.2064 -1.3143 0.000
H -6.3298 -0.4016 0.1407 0.000
H -4.8165 -0.8870 0.7268 0.000
H -5.2525 -2.9478 -2.2424 0.000
H -6.5983 -2.3884 -1.0877 0.000
H -5.0493 -3.1791 -0.5947 0.000
H -5.0413 1.9081 1.5592 0.000
H -6.3152 1.7508 0.7742 0.000
C -2.1630 -2.7142 -4.0500 0.000
C -1.5590 -1.6667 -3.0970 0.000
C -1.7215 -0.1940 -3.5412 0.000
O -0.9940 0.0969 -4.7070 0.000
C 0.5017 0.1360 -4.6303 0.000
N -2.0092 -1.9388 -1.7919 0.001
H -2.5340 -2.1526 -4.9074 0.000
H -2.9892 -3.2706 -3.6074 0.000
H -1.2771 -3.2806 -4.3373 0.000
H -0.4854 -1.8547 -3.0830 0.000
H -1.5041 0.4660 -2.7013 0.000
H -2.7543 0.0773 -3.7598 0.000
H 0.7809 0.8555 -3.8605 0.000
H 0.8058 0.0601 -5.6742 0.000
H 0.7861 -0.8140 -4.1777 0.000
H -2.9373 -1.5405 -1.7942 0.000
H -1.5438 -1.1855 -1.3061 0.000
```


(3)
An isolated ion of composition C4H11N2O and charge -1. Source: the OMol25 dataset; level of theory: wB97M-V/def2-TZVPD.

The spin multiplicity is 1. As for the net charge: -1. The energy above the lowest of the compared OMol25 structures with the same formula, charge and spin comes out at 26.39 kcal/mol. As for the HOMO-LUMO gap: 6.278 eV. For the HOMO energy, the calculation gives -2.41 eV. As for the calculated total energy: -9353.346 eV.

XYZ file:
```
18
Properties=species:S:1:pos:R:3:lowdin_charge:R:1
N -2.2194 -1.4109 -1.6773 -0.018
C -1.5354 -0.2646 -1.0831 -0.361
N -0.5806 -0.5894 -0.0371 -0.066
C -0.3135 0.5704 0.8504 -0.282
C 1.0980 0.5182 1.4262 -0.228
C 2.2639 0.5106 0.3991 -0.605
O 3.4522 0.7815 0.9015 -0.341
H -2.4562 -2.0749 -0.9488 0.051
H -1.5652 -1.8739 -2.2989 0.048
H -2.2829 0.4207 -0.6873 0.099
H -1.0855 0.2855 -1.9018 0.105
H 0.3173 -0.7623 -0.4805 0.066
H -1.0976 0.5946 1.6168 0.095
H -0.3924 1.5209 0.2880 0.098
H 1.2022 1.3629 2.1120 0.094
H 1.1522 -0.3434 2.0872 0.091
H 2.1649 -0.4791 -0.1498 0.069
H 1.8780 1.2333 -0.4167 0.085
```


Question: Which of these has the highest spin multiplicity?
Answer: C20H56N10O10Zn2